Record 1
An isolated molecule of C24H36N4O4, computed with wB97M-V/def2-TZVPD.

Structure (XYZ):
```
68
Properties=species:S:1:pos:R:3:forces:R:3:lowdin_charge:R:1
C 0.64673 4.29842 4.80797 -0.088 -0.034 -0.304 -0.06
C 0.77594 3.56603 3.47472 0.154 -0.130 0.280 -0.36
C 2.23621 3.52880 3.02444 -0.294 -0.038 -0.275 -0.12
C 2.45132 2.78637 1.69838 0.220 -0.054 0.036 -0.53
C 1.89585 3.59478 0.52171 0.061 -0.128 0.188 -0.03
C 3.95670 2.60183 1.46988 -0.280 0.017 0.027 -0.05
C 1.82032 1.38767 1.77986 -0.071 0.080 0.101 -0.06
C 0.38079 1.33949 2.30557 0.349 -0.057 0.368 -0.33
C 0.24051 2.14148 3.60683 0.012 0.103 -0.212 -0.07
N -0.61418 1.69630 1.32152 0.169 0.353 -0.063 0.19
C -1.48712 0.70769 1.05891 -0.019 0.007 0.066 -0.48
O -2.42762 0.74219 0.29477 -0.401 0.044 -0.157 0.07
N -1.10578 -0.39379 1.82601 -0.203 -0.045 -0.168 0.08
C -1.82436 -1.64770 1.88440 -0.103 -0.365 0.006 0.00
C -1.68570 -2.52302 0.62296 -0.247 0.344 0.419 -0.48
O -1.22077 -3.63996 0.67142 0.179 -0.332 0.066 0.08
N -2.20083 -1.95773 -0.48322 -0.268 0.276 -0.363 0.07
C -2.15048 -2.62383 -1.75916 0.258 -0.259 -0.063 -0.09
C -0.87514 -2.35350 -2.60551 -0.105 -0.285 0.189 -0.21
C 0.34296 -2.27239 -1.73131 -0.264 0.751 0.065 -0.23
C 0.78162 -1.35881 -0.81502 -0.189 -0.233 -0.476 -0.04
C 1.98188 -1.88055 -0.27355 0.220 -0.474 -0.148 -0.05
C 2.18231 -3.06947 -0.89979 0.437 0.446 0.628 -0.11
O 1.20366 -3.30883 -1.78411 -0.125 -0.350 -0.313 0.06
N -1.07508 -1.25317 -3.53594 0.116 -0.092 -0.086 -0.12
C -1.19967 0.07436 -2.96589 -0.333 0.137 -0.081 -0.19
C -1.75808 1.02502 -4.02300 0.274 0.091 0.137 -0.18
C -0.81456 1.08104 -5.21858 -0.246 -0.129 -0.069 -0.21
C -0.59524 -0.33444 -5.73973 0.283 0.070 0.119 -0.19
C -0.10211 -1.24002 -4.61400 -0.075 -0.031 -0.305 -0.19
C -0.00594 -0.11497 2.59289 0.152 0.220 0.035 -0.37
O 0.53031 -0.86123 3.36744 0.121 -0.040 0.087 0.13
H -0.39261 4.33598 5.12591 -0.103 0.031 0.095 0.08
H 1.22248 3.79065 5.57832 0.079 -0.062 0.114 0.08
H 1.01543 5.31754 4.71952 0.037 0.124 0.048 0.08
H 0.17648 4.10581 2.73466 -0.012 0.017 -0.041 0.13
H 2.61292 4.54911 2.92822 0.099 0.063 0.031 0.13
H 2.82110 3.03199 3.80178 0.081 -0.017 0.112 0.13
H 1.91783 3.00455 -0.39169 -0.016 -0.050 -0.138 0.09
H 2.50528 4.48239 0.36466 0.017 0.127 -0.020 0.09
H 0.87618 3.92674 0.69348 -0.148 0.106 -0.048 0.06
H 4.13838 2.08670 0.52944 0.071 -0.073 -0.140 0.09
H 4.40245 2.01757 2.27131 0.061 -0.082 0.102 0.09
H 4.45673 3.56691 1.43406 0.078 0.126 -0.024 0.09
H 2.41178 0.77479 2.46420 0.039 -0.034 0.022 0.14
H 1.85449 0.91581 0.79630 0.034 -0.083 -0.049 0.12
H 0.79950 1.61138 4.38078 0.033 -0.016 0.062 0.14
H -0.81120 2.15985 3.90295 -0.020 -0.061 0.039 0.14
H -0.69151 2.60287 0.89611 -0.110 -0.095 -0.072 0.15
H -2.88682 -1.43993 2.04780 0.111 -0.013 0.034 0.14
H -1.41463 -2.20620 2.72927 -0.098 0.075 -0.172 0.14
H -2.53672 -1.00189 -0.43260 0.032 -0.166 0.149 0.09
H -2.18732 -3.69535 -1.54691 -0.062 0.108 -0.104 0.13
H -3.01944 -2.33313 -2.35088 0.032 -0.058 -0.005 0.13
H -0.73730 -3.24377 -3.23158 -0.022 0.104 0.091 0.15
H 0.31082 -0.43228 -0.55656 -0.141 0.149 -0.034 0.09
H 2.59604 -1.44060 0.48536 0.190 0.026 0.166 0.10
H 2.95318 -3.80779 -0.80575 0.050 -0.165 -0.057 0.12
H -1.87799 0.04331 -2.11476 0.061 0.050 0.051 0.10
H -0.22378 0.46166 -2.62286 -0.041 -0.022 0.069 0.12
H -1.88954 2.01679 -3.58715 -0.050 0.031 0.022 0.11
H -2.73313 0.65826 -4.34599 -0.090 0.012 0.031 0.12
H -1.22908 1.71552 -6.00412 0.061 0.060 -0.003 0.11
H 0.14275 1.50870 -4.90935 0.047 0.060 -0.008 0.11
H 0.13123 -0.33695 -6.55422 -0.010 -0.029 -0.052 0.11
H -1.53897 -0.73075 -6.11703 -0.021 -0.057 -0.067 0.11
H 0.01659 -2.25858 -4.99141 0.047 0.009 0.059 0.12
H 0.88629 -0.88922 -4.26477 -0.011 -0.057 0.003 0.13
```
Forces are in eV/Å.

As for the multiplicity: 1. The SMILES is C[C@H]1CC(C)(C)C[C@@]2(C1)NC(=O)N(CC(=O)NC[C@H](c1ccco1)N1CCCCC1)C2=O.

***

Record 2
A structure of composition C24H36NdP2Si, computed with wB97M-V/def2-TZVPD.

Structure (XYZ):
```
64
Properties=species:S:1:pos:R:3:forces:R:3:lowdin_spin:R:1
C 1.06252 2.73761 0.94083 0.145 2.633 0.578 0.00
C 0.12452 2.85941 -0.10847 0.024 2.662 -0.620 0.00
C -1.16798 2.67711 0.43453 -0.350 2.584 0.456 0.00
H 0.33992 3.05291 -1.14477 -0.013 0.004 -0.136 0.00
C -1.02648 2.44541 1.82303 -0.923 3.719 0.260 -0.01
C 0.34982 2.48141 2.13903 0.108 3.396 0.372 -0.01
H 0.78132 2.34191 3.11633 0.015 0.129 -0.170 0.00
H 2.13272 2.82041 0.84723 0.166 -0.090 -0.043 0.00
H -2.08638 2.68841 -0.12667 -0.060 -0.059 -0.052 0.00
H -1.82888 2.26671 2.51963 0.053 0.248 -0.353 0.00
Nd -0.00898 0.73791 0.71203 0.610 -12.110 4.106 3.04
C -1.50338 -3.07809 -4.72777 -0.014 -0.020 -0.011 0.00
H -2.20048 -3.08339 -3.89457 -0.047 0.010 0.052 0.00
H -1.78658 -2.30089 -5.43177 -0.007 0.050 -0.025 0.00
H -0.49998 -2.88459 -4.35917 0.064 0.029 0.013 0.00
Si -0.09048 -0.14539 -1.64247 -0.360 -1.065 -5.583 -0.01
C 1.57642 -0.16059 -2.55687 0.069 -0.087 0.249 0.00
C 2.37002 0.98931 -2.61007 0.105 -0.085 0.161 0.00
H 2.01772 1.89701 -2.13547 -0.004 0.165 -0.070 0.00
C 3.60832 0.99201 -3.23637 0.064 0.044 -0.011 0.00
H 4.19902 1.89951 -3.26607 -0.015 -0.012 -0.001 0.00
C 4.09522 -0.17209 -3.81647 -0.086 0.025 0.009 0.00
H 5.06462 -0.17759 -4.29847 -0.027 0.007 0.011 0.00
C 3.32652 -1.32719 -3.77657 -0.005 0.021 -0.039 0.00
H 3.69552 -2.23799 -4.23197 -0.024 0.017 0.004 0.00
C 2.08172 -1.31459 -3.16107 0.001 -0.128 0.086 0.00
H 1.49002 -2.22229 -3.14677 0.009 -0.025 -0.010 0.00
C -1.24368 0.92021 -2.71867 -0.005 0.113 -0.094 0.00
C -0.84208 1.44431 -3.94977 0.000 -0.022 0.001 0.00
H 0.12182 1.16711 -4.35817 0.026 0.019 -0.013 0.00
C -1.65668 2.30801 -4.67167 -0.031 -0.025 -0.027 0.00
H -1.31768 2.69641 -5.62427 -0.005 -0.009 0.018 0.00
C -2.90488 2.66401 -4.18287 0.043 -0.020 0.077 0.00
H -3.54198 3.33551 -4.74437 0.007 -0.026 0.021 0.00
C -3.32748 2.15271 -2.96197 -0.145 0.042 -0.004 0.00
H -4.30188 2.42031 -2.57117 0.003 -0.001 -0.015 0.00
C -2.50338 1.30041 -2.24347 0.173 0.004 -0.231 0.00
H -2.84708 0.92621 -1.28647 -0.188 -0.156 0.111 0.00
H -0.58418 -1.55769 -1.88667 0.025 0.136 0.346 -0.01
H -1.52648 -4.04349 -5.22537 -0.001 -0.045 -0.026 0.00
C -1.50408 -1.04259 4.77553 -1.437 -1.299 -1.067 0.00
P -0.90018 0.46621 3.84823 -1.468 -2.510 2.341 0.00
C -1.38698 1.36051 5.38243 0.399 1.752 0.516 0.00
C 0.87612 0.14111 4.09483 0.642 4.017 0.321 0.00
C 1.20512 -1.22749 4.03913 6.107 -0.341 0.415 0.00
P 0.43702 -1.88479 2.52113 -4.085 -2.446 2.273 0.00
C 0.50462 -2.69669 0.89393 3.867 -1.351 -0.776 0.00
C 0.69782 -3.39339 3.61103 -2.781 -2.826 -0.031 0.00
H -2.58768 -0.90549 4.98283 0.685 0.338 0.251 0.00
H -0.97848 -1.29439 5.71553 -0.208 0.333 -0.550 0.00
H -1.57098 -1.93119 4.12203 0.466 0.209 0.337 0.00
H -1.11618 0.82181 6.32083 -0.149 0.256 -0.860 0.00
H -0.86508 2.33201 5.42813 -0.463 -0.055 0.096 0.00
H -2.48498 1.52881 5.38153 0.707 -0.021 -0.044 0.00
H 1.46732 0.54501 3.25513 -0.242 0.698 0.282 0.00
H 1.26022 0.59391 5.03523 -0.278 0.082 -0.507 0.00
H 2.30812 -1.26679 3.81743 -0.448 -0.008 0.614 0.00
H 1.18772 -1.63349 5.07573 -0.795 -0.843 -1.367 0.00
H 1.02442 -3.67629 1.05433 -0.371 0.665 -0.461 0.00
H -0.48518 -2.92709 0.46603 0.200 0.796 0.583 0.00
H 1.18132 -2.14529 0.21563 -0.587 -0.339 -0.394 0.00
H 1.76162 -3.68489 3.73493 -0.538 0.516 -0.223 0.00
H 0.18692 -3.34859 4.61133 0.773 0.341 -0.982 0.00
H 0.14082 -4.24709 3.18143 0.602 -0.035 -0.162 0.00
```
Forces are in eV/Å.

The charge is +1. As for the multiplicity: 4. Its expectation value of S² is 3.758.

***

Record 3
A structure of composition C24H37CuO2Si, computed with wB97M-V/def2-TZVPD.

Structure (XYZ):
```
65
Properties=species:S:1:pos:R:3:forces:R:3:lowdin_spin:R:1
O -0.82663 1.46532 0.28479 -1.309 0.585 0.345 0.02
C -1.92678 1.77302 1.22553 0.788 -0.200 -0.027 0.01
C -2.76775 2.41842 0.14015 0.043 -0.095 0.000 0.00
H -1.56907 2.50711 1.95711 -0.135 -0.471 0.093 0.00
H -2.32234 0.84979 1.65735 0.138 0.292 0.122 0.00
C -1.55705 2.16649 -0.77856 0.082 -0.058 -0.323 0.00
H -2.97318 3.47343 0.34915 -0.238 -0.590 -0.321 0.00
H -3.65023 1.80573 -0.12989 0.356 0.643 0.040 0.00
C -0.75786 3.38606 -1.17448 -0.244 0.477 -0.106 0.00
H -0.50990 3.96297 -0.26755 0.170 -0.197 -0.411 0.00
H -1.40119 4.01281 -1.80654 0.159 0.038 0.021 0.00
H 0.13672 3.11512 -1.76638 -0.393 0.191 0.555 0.00
C -1.91027 1.32479 -1.97699 0.081 -0.299 -0.584 0.00
H -2.54149 0.46604 -1.71884 0.330 0.195 -0.011 0.00
H -1.02167 0.97927 -2.52505 -0.268 -0.044 0.295 0.00
H -2.48165 1.95870 -2.66685 -0.013 -0.011 0.082 0.00
Cu 0.34396 -0.32117 0.04799 -0.123 0.635 0.598 0.11
C 0.39031 -2.96104 -0.17954 0.036 0.824 0.031 0.04
C 0.26462 -2.08005 1.07251 -0.633 -0.332 0.557 0.08
C -1.03605 -1.49539 1.09659 0.370 -0.509 0.203 0.10
H 0.96840 -2.09684 1.91605 -0.589 -0.381 -0.337 0.00
C -1.61220 -1.64261 -0.22711 0.251 -1.055 -0.640 0.06
C -0.68969 -2.31791 -1.03617 -1.640 -0.280 0.201 0.12
H -0.83465 -2.56308 -2.09822 -0.022 -0.006 0.653 0.01
H 0.04121 -3.97967 0.09185 0.407 0.169 -0.243 0.02
H -1.55903 -1.04870 1.94864 0.407 -0.191 -0.285 0.01
H -2.62122 -1.31284 -0.49952 0.534 -0.004 0.008 0.00
C 2.31660 -1.62971 -1.18455 -0.743 0.575 0.574 0.03
C 1.39678 -0.76360 -2.01783 0.251 0.704 -0.742 0.11
C 1.46504 0.57514 -1.61781 0.449 -0.557 -0.694 0.08
H 0.90213 -1.14578 -2.91410 0.360 0.322 0.167 0.01
C 2.15030 0.62633 -0.32983 0.749 -0.499 -0.175 0.07
C 2.48179 -0.69907 0.01386 0.529 0.736 -0.069 0.05
H 2.97327 -1.02457 0.93007 0.055 0.228 -0.304 0.00
H 3.29129 -1.73244 -1.69642 -0.244 -0.207 0.142 0.02
H 1.13717 1.43749 -2.20091 -0.004 -0.370 0.329 0.01
H 2.33729 1.52510 0.25525 -0.085 -0.242 -0.111 0.01
O -2.37486 4.77140 2.02715 -0.875 1.701 0.774 0.00
C -3.25440 5.67747 1.31867 -0.245 -0.279 -0.521 0.00
C -3.80481 6.77049 2.26289 0.599 -0.130 -0.221 0.00
H -4.09697 5.09294 0.91003 0.275 0.092 0.139 0.00
H -2.71819 6.10020 0.45247 -0.048 -0.133 0.364 0.00
C -3.39708 6.29708 3.66989 -0.260 -0.597 -0.373 0.00
H -4.89215 6.84944 2.13901 0.326 0.110 0.118 0.00
H -3.34616 7.73943 2.03055 -0.175 -0.192 0.029 0.00
C -2.38600 5.15497 3.42470 0.557 -0.478 0.265 0.00
H -4.27923 5.88521 4.16613 0.139 0.140 0.147 0.00
H -2.97839 7.09833 4.28371 -0.073 -0.171 -0.086 0.00
H -2.64058 4.25323 4.01431 0.097 0.405 -0.248 0.00
H -1.36236 5.45241 3.71514 -0.333 -0.072 -0.193 0.00
C 4.26568 -5.89362 -2.86339 0.195 -0.310 -0.244 0.00
Si 3.52195 -5.64202 -1.14394 -1.623 2.477 0.410 0.00
C 2.58989 -7.21963 -0.67267 0.046 -0.560 -0.004 0.00
C 4.90640 -5.47310 0.12954 0.242 -0.113 0.189 0.00
C 2.47346 -4.12898 -1.02620 1.881 -2.664 -0.333 0.00
C 1.79349 -3.04176 -0.83265 -0.419 0.651 0.283 0.01
H 4.76839 -6.87162 -2.95827 -0.134 0.174 -0.001 0.00
H 5.00684 -5.11462 -3.09392 -0.253 -0.124 0.116 0.00
H 3.47624 -5.84652 -3.62689 0.152 0.013 0.139 0.00
H 3.17420 -8.13485 -0.84774 -0.045 -0.035 0.018 0.00
H 2.32334 -7.19490 0.39709 0.043 0.104 -0.336 0.00
H 1.65788 -7.29583 -1.24957 0.178 0.049 0.128 0.00
H 5.50345 -4.57171 -0.06025 -0.130 -0.190 0.013 0.00
H 4.46487 -5.38199 1.13489 0.129 -0.029 -0.265 0.00
H 5.57814 -6.34615 0.12558 -0.109 0.143 0.058 0.00
```
Forces are in eV/Å.

The charge is -1. As for the multiplicity: 2. Its expectation value of S² is 0.761.

***

Record 4
An isolated molecule of C24H37N3O6S, computed with wB97M-V/def2-TZVPD.

Structure (XYZ):
```
71
Properties=species:S:1:pos:R:3:forces:R:3:lowdin_charge:R:1
C -0.04792 -2.79315 -6.04439 -0.191 -0.122 -0.050 -0.08
O 1.12463 -2.06713 -5.75291 0.253 0.170 0.094 -0.07
C 1.33602 -1.64769 -4.48318 0.123 0.106 0.194 -0.26
C 2.51639 -0.92527 -4.27228 -0.137 -0.040 -0.081 0.02
C 2.82298 -0.44499 -3.01817 0.023 -0.078 -0.080 -0.05
C 1.95455 -0.67922 -1.96592 0.102 0.169 0.549 -0.29
S 2.38991 -0.04558 -0.35474 0.857 -0.345 -0.181 0.71
O 3.67650 -0.57803 -0.02352 0.112 0.087 -0.248 -0.27
O 1.32456 -0.30093 0.58784 -0.075 0.104 -0.160 -0.31
N 2.57424 1.62825 -0.50202 0.036 -0.754 -0.023 -0.09
C 1.49973 2.38295 0.11062 -0.244 -0.154 0.225 -0.12
C 0.16907 1.83337 -0.39262 -0.265 0.416 -0.222 -0.45
O 0.13243 1.31440 -1.50199 -0.090 0.281 -0.095 0.04
N -0.90899 1.92223 0.40524 -0.251 -0.165 -0.168 -0.01
C -0.89475 2.52385 1.72078 0.365 -0.016 0.344 -0.05
C -0.17843 1.67646 2.79125 -0.325 -0.210 0.009 -0.31
C -1.02716 1.33016 4.01473 0.346 0.048 -0.091 -0.11
C 0.05270 1.08186 5.06233 0.064 0.141 -0.145 -0.15
C 1.10063 2.13318 4.68502 0.164 0.019 0.433 -0.18
O 0.93431 2.40989 3.30137 -0.057 0.134 -0.147 -0.12
C -2.12846 1.24112 -0.01331 -0.418 0.199 -0.118 -0.17
C -2.44947 0.11367 0.98650 0.202 0.185 -0.448 -0.44
O -3.46696 0.08894 1.65210 -0.353 0.061 0.223 0.07
N -1.50566 -0.83965 1.02096 0.222 -0.181 0.110 0.12
C -1.60144 -2.01323 1.86208 -0.249 -0.078 -0.008 -0.28
C -0.30479 -2.27873 2.65489 0.127 -0.004 0.001 -0.13
C 0.19399 -3.65413 2.20182 -0.055 -0.062 0.168 -0.18
C -1.07292 -4.37677 1.75343 0.062 0.022 -0.149 -0.19
C -1.84173 -3.28320 1.02127 -0.066 -0.110 0.247 -0.13
C -3.32143 2.19082 -0.21274 0.096 -0.077 -0.098 -0.37
C -2.89141 3.44919 -0.96195 -0.045 -0.190 0.201 -0.05
C -4.41689 1.45975 -0.98629 0.091 0.035 0.281 -0.06
C 0.79929 -1.40538 -2.15365 0.071 0.071 0.130 -0.05
C 0.48141 -1.89172 -3.41012 -0.014 -0.128 -0.216 0.01
H -0.00258 -3.00580 -7.11113 -0.048 -0.007 0.089 0.09
H -0.08457 -3.73541 -5.48932 0.000 0.043 -0.005 0.10
H -0.94606 -2.20640 -5.82995 0.033 -0.020 0.007 0.10
H 3.16970 -0.75740 -5.11345 0.091 0.024 -0.079 0.12
H 3.73781 0.09843 -2.83892 0.184 0.044 -0.103 0.12
H 2.67920 1.84806 -1.48242 0.029 0.035 -0.178 0.10
H 1.60628 2.28443 1.18880 -0.082 0.229 -0.042 0.10
H 1.60173 3.43571 -0.16501 0.018 -0.073 0.056 0.15
H -1.93397 2.67482 2.01435 0.047 0.096 -0.042 0.13
H -0.40279 3.49970 1.68016 -0.112 -0.028 0.066 0.14
H 0.19664 0.75522 2.32521 -0.113 0.167 0.077 0.12
H -1.63737 2.19000 4.29748 -0.091 0.030 -0.026 0.13
H -1.67440 0.47581 3.83938 -0.122 -0.039 -0.045 0.11
H 0.46550 0.07977 4.94537 -0.004 -0.056 0.038 0.11
H -0.30157 1.20425 6.08307 0.017 -0.050 0.056 0.11
H 0.94742 3.06656 5.24149 0.047 -0.108 -0.020 0.12
H 2.12418 1.78728 4.85621 -0.080 0.048 0.029 0.12
H -1.88647 0.78244 -0.97964 -0.091 0.066 0.195 0.16
H -0.60957 -0.68285 0.57298 -0.165 0.144 -0.038 0.09
H -2.44947 -1.83936 2.53125 0.156 -0.039 -0.098 0.14
H -0.51342 -2.27969 3.72490 0.010 0.036 0.045 0.11
H 0.43835 -1.51141 2.44576 -0.004 0.056 0.159 0.08
H 0.87437 -3.53836 1.35697 0.067 -0.036 -0.050 0.11
H 0.72070 -4.18320 2.99436 0.111 -0.017 -0.033 0.11
H -0.86589 -5.23813 1.12000 -0.042 -0.093 0.036 0.11
H -1.63967 -4.71379 2.62284 -0.029 -0.071 0.053 0.11
H -2.90181 -3.50442 0.91102 -0.054 0.037 -0.104 0.11
H -1.41570 -3.13631 0.02688 0.009 0.018 -0.072 0.11
H -3.72787 2.46361 0.76615 0.030 -0.028 -0.032 0.13
H -2.40614 3.17985 -1.89761 0.082 0.017 -0.158 0.09
H -2.19577 4.04280 -0.37397 0.085 0.123 0.008 0.07
H -3.75989 4.06371 -1.18668 -0.064 0.085 -0.036 0.08
H -4.73006 0.57245 -0.44404 -0.093 -0.100 -0.011 0.07
H -5.28114 2.10710 -1.11342 -0.107 0.037 -0.054 0.08
H -4.05726 1.16585 -1.97037 0.040 -0.020 -0.171 0.08
H 0.14725 -1.58502 -1.31475 -0.164 -0.029 0.032 0.10
H -0.42994 -2.45277 -3.54068 -0.070 -0.054 -0.026 0.11
```
Forces are in eV/Å.

As for the multiplicity: 1. The SMILES is COc1ccc(S(=O)(=O)NCC(=O)N(C[C@@H]2CCCO2)[C@@H](C(=O)NC2CCCC2)C(C)C)cc1.

***

The following ΔE to the lowest compared entry with this formula, charge and spin values (in kJ/mol) correspond, in order, to the records above: 0.0 834.2 0.0 195.8.
The following max |F| values (in eV/Å) correspond, in order, to the records above: 0.9 12.8 3.3 0.9.